ORCA calculation (ωB97M-V/def2-TZVPD) on a structure of composition C15H35AgF3N2O5.

The maximum force comes out at 4.003 eV/Å. As for the total charge: -1. As for the energy above the lowest of the compared OMol25 structures with the same formula, charge and spin: 5.687 eV. The calculation puts the HOMO-LUMO gap at 3.52 eV. The LUMO energy is 0.22 eV. As for the HOMO energy: -3.305 eV.

XYZ file:
```
61
Properties=species:S:1:pos:R:3:lowdin_charge:R:1
Ag 0.55972 1.32881 -0.47169 0.73
F 6.59546 2.78940 1.12946 0.12
F 5.70812 1.45169 2.44243 0.12
F 7.46672 0.84505 1.26574 0.10
O -0.06144 3.43681 2.49219 -0.20
O 4.48096 0.11681 0.22655 -0.12
O 0.61627 1.37163 -4.88019 -0.35
O 4.64317 2.06252 -0.71134 -0.25
O -2.90872 -5.26435 2.10287 -0.21
N -2.87550 -1.92680 0.38184 0.02
N -2.17119 3.83212 0.51085 0.05
C 0.32410 0.09251 -5.44690 -0.65
C -2.13270 -6.45976 2.08827 -0.09
C 5.40931 1.11305 -0.02728 -0.51
C 1.61059 -0.72143 -5.70735 -0.11
C -3.73099 4.15759 2.34183 -0.09
C 6.28881 1.50826 1.23170 -0.57
C -0.46369 0.06855 -6.74784 -0.12
C 0.60592 4.71353 2.62652 -0.09
C -2.66976 -4.31967 1.07031 -0.19
C -1.43540 3.49618 2.85296 -0.22
C -4.85067 -2.97637 1.21029 -0.08
C 3.92353 -2.17598 0.36186 -0.10
C 4.92450 -1.14390 0.80195 -0.27
C -2.34443 4.29345 1.91534 -0.47
C -3.36879 -2.95692 1.25502 -0.46
H -3.44718 -1.09645 0.44339 0.06
H 2.34209 -0.61501 -4.90630 0.06
H -5.31145 -1.99246 1.12255 0.07
H -2.11206 5.35654 1.97823 0.13
H -5.29475 -3.56856 0.41016 0.08
H -0.18092 -0.41773 -4.62672 0.09
H -0.71479 -0.95089 -7.04073 0.05
H -3.08322 -4.79003 0.17818 0.12
H -1.11858 -6.18930 1.79417 0.08
H -2.27008 -7.07156 2.97986 0.09
H -1.60859 -4.12154 0.91949 0.12
H 0.08250 0.47828 -7.59748 0.06
H 2.03179 -0.31005 -6.62466 0.06
H 0.40690 5.30434 3.52064 0.08
H -1.50936 3.93271 3.84899 0.12
H -5.21787 -3.38189 2.15306 0.08
H -2.99781 -2.12288 -0.60137 0.08
H -3.85870 4.72399 3.26432 0.09
H -1.43955 0.55225 -6.70487 0.06
H 4.22137 -3.17961 0.66536 0.07
H 1.67519 4.50274 2.60821 0.09
H 5.84360 -1.51334 0.34717 0.11
H -4.44899 4.40021 1.55843 0.08
H 5.09567 -1.14117 1.87844 0.11
H -2.99282 3.83853 -0.07650 0.06
H 3.68422 -2.04543 -0.69350 0.08
H 6.10621 0.65625 -0.72995 0.13
H -2.47843 -6.96491 1.18638 0.08
H 1.32499 -1.75049 -5.92546 0.05
H 2.99722 -1.96628 0.89670 0.06
H -1.48406 4.39396 0.02889 0.06
H 0.35356 5.39262 1.81213 0.08
H -3.03145 -2.63059 2.23879 0.14
H -1.72069 2.44443 2.87600 0.13
H -3.98785 3.11056 2.50260 0.08
```

ORCA calculation (ωB97M-V/def2-TZVPD) on the molecule C18H18N2O6S.

The maximum force comes out at 1.529 eV/Å. As for the energy above the lowest of the compared OMol25 structures with the same formula, charge and spin: 1.708 eV. The calculation puts the HOMO-LUMO gap at 8.71 eV. The LUMO energy is 0.18 eV. As for the HOMO energy: -8.524 eV.

XYZ file:
```
45
Properties=species:S:1:pos:R:3:lowdin_charge:R:1
S -4.14790 1.53284 -0.24430 0.67
O -0.07395 -0.50222 -1.97223 0.07
O 4.71505 1.59068 1.51830 0.12
O 4.28981 0.69309 -0.51195 0.07
O -4.32187 1.13471 -1.60850 -0.29
O -5.29168 1.97564 0.49448 -0.29
O 0.51546 -2.29671 -0.74396 0.12
N -1.74261 2.74737 -0.20825 0.01
N -3.07438 2.85985 -0.15368 -0.14
C -2.55472 0.50653 1.76769 -0.05
C -3.23079 -1.02099 0.03664 -0.06
C 0.21773 1.55690 -0.78352 -0.12
C 1.08021 2.46432 -0.16776 0.00
C -2.46479 -2.01388 0.61621 -0.03
C 2.11731 0.10717 -1.18486 0.09
C -1.21247 1.76788 -0.83202 -0.10
C 2.43192 2.21457 -0.05289 0.01
C 2.94826 1.02439 -0.55132 -0.20
C -1.70325 -1.75168 1.75296 -0.26
C -0.80080 -2.80782 2.30022 -0.04
C -0.09936 -1.80846 -1.65244 -0.52
C -1.77114 -0.48773 2.32881 -0.01
C -3.26042 0.23493 0.61299 -0.30
C 0.76661 0.37463 -1.30222 -0.17
C 5.08122 1.01528 0.53290 -0.51
C -1.00777 -2.54552 -2.59614 0.03
C 6.47776 0.51785 0.27794 0.03
H -2.60202 1.48850 2.21192 0.12
H -1.19445 -0.27321 3.21589 0.12
H 0.01694 -2.96534 1.59656 0.07
H 6.82271 0.87005 -0.69058 0.09
H -0.53727 -2.58552 -3.57676 0.10
H 7.13806 0.86695 1.06543 0.09
H 6.47116 -0.56974 0.26062 0.09
H -1.94790 -2.01029 -2.69636 0.09
H -3.80043 -1.18917 -0.86398 0.11
H -1.80308 1.02678 -1.36606 0.11
H -2.43477 -2.99948 0.17718 0.12
H -0.38525 -2.51528 3.26017 0.08
H -3.38942 3.58391 0.47633 0.12
H 0.65560 3.37438 0.22295 0.11
H 3.07852 2.92796 0.43070 0.12
H -1.33139 -3.75108 2.41201 0.09
H -1.17591 -3.55537 -2.23576 0.09
H 2.53544 -0.80766 -1.57338 0.14
```

ORCA calculation (ωB97M-V/def2-TZVPD) on a structure of composition C3H4S.

The maximum force comes out at 7.811 eV/Å. As for the energy above the lowest of the compared OMol25 structures with the same formula, charge and spin: 3.104 eV. The calculation puts the HOMO-LUMO gap at 10.29 eV. The LUMO energy is 0.69 eV. As for the HOMO energy: -9.599 eV.

XYZ file:
```
8
Properties=species:S:1:pos:R:3:lowdin_charge:R:1
S -0.62718 1.33093 1.59685 0.67
C 0.59164 -0.81696 -0.34089 -0.08
C 1.30074 -1.70181 -0.80537 -0.01
C -0.22906 0.89977 -0.05606 -0.50
H 1.56243 -2.60889 -1.30667 0.00
H -1.89047 0.77654 1.93790 -0.09
H 0.32780 1.66245 -0.38489 -0.02
H -1.03589 0.45798 -0.64087 0.04
```

ORCA calculation (ωB97M-V/def2-TZVPD) on a structure of composition C18H49MgO11S7.

The maximum force comes out at 5.465 eV/Å. As for the total charge: +1. The calculation puts the HOMO-LUMO gap at 7.77 eV. The LUMO energy is -2.22 eV. As for the HOMO energy: -9.999 eV.

XYZ file:
```
86
Properties=species:S:1:pos:R:3:lowdin_charge:R:1
S 0.09019 1.37549 -3.65975 0.91
S 2.21486 1.65743 2.02350 0.93
S 2.30352 3.93486 -1.53783 0.95
S -1.82936 2.98669 -1.12803 0.96
S -0.49688 -6.09906 -0.26491 0.86
S 3.42012 -1.12160 -0.95868 0.98
S -3.44399 -2.61235 0.23737 0.85
Mg 0.76442 0.96493 -0.86592 0.16
O 2.38228 -0.03991 -0.65797 -0.60
O 0.71213 -7.06177 -0.31806 -0.60
O -1.56874 -2.64948 4.01666 0.13
O 1.09415 0.83890 -2.63979 -0.53
O 1.07502 1.42179 1.04715 -0.58
O -0.38050 -0.46401 -0.47345 -0.36
O -2.64390 -1.57010 5.57508 0.06
O -2.55014 -3.82659 5.70979 0.15
O -4.21910 -3.86765 0.62024 -0.55
O -0.45821 2.35663 -0.89337 -0.60
O 2.05973 2.44348 -1.24498 -0.59
C -2.79438 1.75230 -0.23290 -0.23
C 0.84561 1.34902 -5.34935 -0.18
C -2.12533 -0.52159 4.75112 -0.04
C -2.29502 -2.79981 5.09864 -0.52
C -1.86482 4.34582 0.08503 -0.21
C 4.61142 -0.21637 -2.05593 -0.20
C 4.37925 -1.01359 0.55948 -0.24
C 1.78145 0.73790 3.53613 -0.22
C -1.29568 -1.08066 2.37079 -0.05
C -3.06154 -2.43666 -1.59424 -0.23
C 1.58684 4.31893 -3.17838 -0.25
C 4.06445 4.19570 -2.00465 -0.21
C -1.18598 -6.13442 1.35875 -0.31
C 1.86823 3.46192 2.42735 -0.18
C -1.24450 -1.38494 3.80343 -0.41
C -1.21758 0.19150 -3.91609 -0.21
C -4.75417 -1.26895 0.32770 -0.24
C 0.38744 -4.39103 -0.04363 -0.19
H 1.39250 3.44679 3.40794 0.04
H -2.20299 -1.76657 -1.63861 -0.01
H 0.07676 1.52723 -6.10116 0.07
H -1.77464 -5.24501 1.58357 0.03
H 1.92249 -0.33986 3.45470 0.06
H -1.02522 -1.02621 -0.00145 -0.07
H -4.66937 -0.41933 -0.34984 0.02
H -0.24479 -3.99107 0.74910 0.01
H 4.84554 4.56285 -1.33891 0.06
H -0.48356 -6.29356 2.17690 0.07
H -2.49724 1.59760 0.80434 0.08
H 4.31599 3.21028 -2.39680 0.04
H -0.77451 -0.57739 -4.54901 0.06
H -1.58119 -0.23187 -2.97979 0.04
H -1.59869 3.84307 1.01481 0.06
H -2.82873 0.85925 -0.85690 0.03
H 4.01296 4.84901 -2.87565 0.05
H -1.68631 0.23163 5.40535 0.14
H 5.13735 -1.79537 0.60632 0.06
H 1.95845 3.80093 -4.06251 0.05
H -1.06144 5.04012 -0.16122 0.05
H 0.77579 1.13376 3.67767 0.04
H -1.80312 -6.97912 1.66491 0.06
H 1.22273 0.32682 -5.38052 0.06
H -2.78607 4.92305 0.16364 0.07
H -2.32112 -0.90158 2.04751 0.06
H 2.27349 1.14400 4.41991 0.06
H -1.96579 0.61056 -4.58890 0.07
H 5.63576 -0.55336 -1.89702 0.06
H -0.70733 -1.79115 1.79016 0.08
H 2.80694 3.96194 2.66594 0.05
H -0.22548 -1.26787 4.17220 0.14
H 0.53311 4.04014 -3.17149 0.02
H -2.91154 -0.16363 4.08642 0.12
H 4.33131 -0.56402 -3.05030 0.04
H 3.73464 -1.15463 1.42706 0.05
H -2.61890 -3.34193 -2.00979 0.06
H 1.28775 4.06203 1.72663 0.05
H 1.64012 2.09287 -5.40904 0.04
H -0.71871 -0.17549 2.18138 0.07
H 0.40601 -3.87207 -1.00199 0.03
H -4.98032 -0.83352 1.30102 0.05
H -5.67966 -1.54893 -0.17547 0.06
H -3.82380 -1.95615 -2.20756 0.05
H 4.47196 0.86420 -2.08832 0.04
H -3.83895 2.06370 -0.23279 0.06
H 1.41821 -4.59342 0.24733 0.05
H 4.71469 0.02335 0.54161 0.05
H 1.68363 5.39513 -3.32167 0.06
```

ORCA calculation (ωB97M-V/def2-TZVPD) on the molecule C16H19BCl2N2O4.

The maximum force comes out at 3.545 eV/Å. As for the energy above the lowest of the compared OMol25 structures with the same formula, charge and spin: 0.000 eV. The calculation puts the HOMO-LUMO gap at 8.99 eV. The LUMO energy is 0.29 eV. As for the HOMO energy: -8.699 eV.

XYZ file:
```
44
Properties=species:S:1:pos:R:3:lowdin_charge:R:1
Cl 1.70466 -2.65841 3.93930 0.74
Cl 4.57188 -4.61374 -0.15818 0.66
O -2.03551 -1.62072 0.30040 0.03
O -2.14165 0.47634 2.44593 0.15
O -0.21169 1.42903 3.58127 0.18
O 0.62413 1.49591 -1.55740 0.06
N -0.10941 -0.38484 0.53551 0.13
N -1.60237 1.14498 -1.68560 0.03
C 2.66974 -2.33318 2.52589 -0.57
C 1.55000 -0.12221 2.40259 -0.16
C -0.55286 3.42825 -1.74244 -0.10
C -3.61390 0.05094 -2.61681 -0.17
C 3.21217 -0.91692 0.67359 -0.03
C 3.35346 -3.36890 1.93753 -0.12
C 0.11078 -0.58779 1.98198 -0.15
C -1.34494 -0.31079 -1.62708 -0.16
C 3.89842 -3.22765 0.63628 -0.65
C -2.97608 1.42108 -2.30242 -0.12
C 3.88974 -1.95504 0.07720 -0.11
C -2.59092 -1.07334 -2.29264 -0.09
C 2.57815 -1.06589 1.92392 -0.23
C -0.44668 1.99442 -1.68033 -0.46
C 0.46700 4.21354 -1.81186 0.06
C -1.16965 -0.89473 -0.20152 -0.37
B -0.77266 0.56820 2.70736 -0.60
H -3.88376 0.09087 -3.65581 0.08
H -2.88367 2.02372 -3.18947 0.10
H -3.60957 1.95218 -1.59833 0.11
H 3.23211 -0.01946 0.09048 0.11
H -2.29281 -1.60067 -3.25056 0.13
H 0.43982 0.36420 0.09031 0.12
H 0.34328 5.30266 -1.93190 0.08
H -3.06672 -1.74610 -1.55319 0.10
H -4.66677 -0.01857 -2.12660 0.14
H 1.46999 3.82012 -1.76338 0.08
H 1.65619 0.07668 3.47421 0.11
H 1.71094 0.89477 2.02960 0.13
H -1.57034 3.81068 -1.76764 0.11
H -2.37854 -0.14482 1.74776 0.07
H -0.77751 2.19636 3.79964 0.14
H 3.24146 -4.34679 2.30443 0.09
H 4.46681 -1.64745 -0.80974 0.12
H -0.08256 -1.58826 2.27051 0.10
H -0.41012 -0.50868 -2.15278 0.14
```

ORCA calculation (ωB97M-V/def2-TZVPD) on a cluster of 2 separate species, C4H12S2 in total.

The maximum force comes out at 3.108 eV/Å. As for the energy above the lowest of the compared OMol25 structures with the same formula, charge and spin: 0.897 eV. The calculation puts the HOMO-LUMO gap at 9.24 eV. The LUMO energy is 0.94 eV. As for the HOMO energy: -8.300 eV.

XYZ file:
```
18
Properties=species:S:1:pos:R:3:lowdin_charge:R:1
S 0.06015 1.65263 -2.29406 0.73
S 0.98749 -1.63568 1.71256 0.70
C -0.51954 -2.43345 2.35752 -0.44
C -1.33145 2.78210 -2.67176 -0.43
C -0.92488 0.22227 -1.97389 -0.49
C 1.12990 -0.51413 3.17984 -0.40
H -0.36845 -0.68834 -2.33281 0.04
H -2.04344 2.98136 -1.89263 0.03
H 1.84141 0.28419 3.00275 0.03
H 0.15973 -0.01811 3.35143 0.04
H -0.33783 -2.79457 3.36484 0.03
H 1.39993 -1.19973 3.95854 0.01
H -1.97192 2.39056 -3.45823 0.03
H -1.96540 0.16774 -2.27195 0.04
H -0.90067 0.07109 -0.88292 0.01
H -0.82705 3.68413 -3.07450 0.03
H -1.39839 -1.78160 2.45344 0.04
H -0.60905 -3.30844 1.72119 0.02
```